{
  "formula": "C2H6NO4PS",
  "method": "ωB97M-V/def2-TZVPD",
  "species": ["C", "C", "N", "O", "O", "O", "O", "P", "S", "H", "H", "H", "H", "H", "H"],
  "positions_angstrom": [[-0.77, -0.93, 0.64], [0.57, -0.26, 0.28], [-0.67, -2.34, 0.62], [1.02, 2.59, -0.30], [-1.24, 1.41, -1.14], [1.07, 1.09, -2.36], [1.28, 0.44, 1.27], [0.39, 1.23, -1.06], [1.50, 2.78, 1.32], [-1.50, -0.67, -0.09], [-1.00, -0.55, 1.71], [1.17, -1.17, -0.15], [-0.33, -2.73, -0.19], [-1.46, 1.78, -1.97], [-0.03, -2.67, 1.42]],
  "nbo_charge": [-0.273, -0.162, -0.804, -0.935, -0.973, -1.047, -0.592, 2.236, 0.675, 0.218, 0.218, 0.217, 0.356, 0.510, 0.355],
  "homo_ev": [-9.43, -9.48],
  "lumo_ev": [-2.89, -2.92],
  "gap_ha": [0.2406, 0.2410],
  "total_charge": 0
}

{
  "formula": "C2H4N2O2",
  "method": "ωB97M-V/def2-TZVPD",
  "species": ["C", "C", "H", "H", "H", "H", "N", "N", "O", "O"],
  "positions_angstrom": [[-0.49, 1.25, 0.00], [-0.85, -1.21, -0.01], [1.78, 0.04, 0.84], [1.79, 0.09, -0.82], [0.37, 1.96, -0.01], [-0.23, -2.12, -0.01], [1.35, -0.33, 0.00], [-0.03, -0.07, 0.00], [-1.63, 1.60, 0.00], [-2.05, -1.20, 0.00]],
  "nbo_charge": [0.527, 0.534, 0.360, 0.361, 0.104, 0.130, -0.640, -0.361, -0.504, -0.511],
  "homo_ev": -9.97,
  "lumo_ev": 0.57,
  "smiles": "NN(C=O)C=O",
  "gap_ha": 0.3873,
  "total_charge": 0
}

{
  "formula": "C23H36N6P2S5SbTc",
  "method": "ωB97M-V/def2-TZVPD",
  "species": ["Tc", "C", "P", "C", "C", "C", "C", "C", "C", "C", "P", "C", "C", "H", "H", "H", "H", "H", "H", "H", "H", "H", "H", "H", "H", "H", "H", "H", "H", "S", "Sb", "S", "S", "S", "C", "N", "C", "N", "C", "N", "C", "N", "C", "C", "H", "H", "H", "H", "H", "H", "H", "H", "H", "H", "H", "H", "N", "C", "S", "N", "C", "C", "C", "C", "C", "C", "H", "H", "H", "H", "H", "H", "H", "H"],
  "positions_angstrom": [[-0.65, -0.79, 0.46], [2.48, 0.08, 2.76], [1.17, -1.10, 2.29], [2.08, -2.65, 2.03], [0.26, -1.24, 3.85], [0.74, -1.96, 4.94], [0.04, -1.93, 6.14], [-1.12, -1.18, 6.26], [-1.60, -0.45, 5.18], [-0.90, -0.48, 3.97], [-1.41, 0.49, 2.55], [-3.20, 0.68, 2.69], [-0.75, 2.17, 2.69], [2.92, -0.32, 3.67], [2.06, 1.06, 3.00], [3.27, 0.20, 2.02], [2.41, -3.03, 3.00], [2.97, -2.46, 1.43], [1.46, -3.40, 1.55], [1.65, -2.54, 4.88], [0.41, -2.49, 6.99], [-1.66, -1.16, 7.20], [-2.50, 0.14, 5.30], [-3.41, 1.23, 3.61], [-3.69, -0.29, 2.75], [-3.60, 1.26, 1.86], [-1.00, 2.55, 3.68], [-1.21, 2.82, 1.95], [0.33, 2.19, 2.57], [-0.47, -7.93, -1.06], [-2.51, -7.50, -0.67], [-1.59, -2.45, 1.61], [-1.59, -2.08, -1.20], [-2.52, -3.39, 0.06], [1.63, -1.98, -1.47], [0.98, -0.65, -1.03], [0.49, 0.01, -2.36], [1.54, 0.13, -3.31], [2.10, -1.18, -3.64], [2.67, -1.79, -2.43], [3.72, -0.92, -1.89], [3.15, 0.40, -1.56], [2.14, 0.24, -0.57], [2.59, 1.00, -2.77], [0.85, -2.60, -1.88], [2.03, -2.45, -0.57], [0.11, 1.00, -2.10], [-0.31, -0.62, -2.75], [2.89, -1.06, -4.38], [1.33, -1.83, -4.05], [4.50, -0.79, -2.64], [4.15, -1.37, -1.00], [1.72, 1.21, -0.29], [2.57, -0.25, 0.30], [3.37, 1.12, -3.51], [2.17, 1.98, -2.54], [-4.03, 0.08, -1.46], [-2.99, 0.90, -1.63], [-1.83, 1.03, -0.29], [-2.90, 1.64, -2.70], [-1.95, 2.64, -3.15], [-1.11, 3.35, -2.30], [-0.27, 4.31, -2.85], [-0.27, 4.57, -4.21], [-1.14, 3.87, -5.04], [-1.98, 2.91, -4.51], [-4.14, -0.43, -0.61], [-4.81, 0.08, -2.10], [-3.64, 1.50, -3.38], [-1.13, 3.23, -1.23], [0.38, 4.89, -2.20], [0.38, 5.33, -4.63], [-1.16, 4.07, -6.10], [-2.66, 2.37, -5.16]],
  "lowdin_charge": [0.418, -0.181, 0.841, -0.211, -0.437, -0.043, -0.001, -0.001, -0.037, -0.430, 0.741, -0.229, -0.199, 0.084, 0.051, 0.059, 0.062, 0.059, 0.046, 0.115, 0.136, 0.137, 0.117, 0.074, 0.064, 0.037, 0.087, 0.050, 0.039, 0.082, 0.926, 0.223, 0.225, 0.089, -0.182, -0.211, -0.221, -0.064, -0.111, -0.069, -0.111, -0.064, -0.192, -0.110, 0.079, 0.101, 0.068, 0.078, 0.149, 0.142, 0.149, 0.139, 0.138, 0.056, 0.149, 0.136, 0.143, -0.639, 0.725, 0.131, -0.229, -0.074, -0.047, -0.027, -0.021, -0.003, 0.099, 0.151, 0.176, 0.059, 0.123, 0.129, 0.131, 0.129],
  "homo_ev": -18.21,
  "lumo_ev": -12.85,
  "gap_ha": 0.1972,
  "total_charge": 4
}

{
  "formula": "C5H9ClO2",
  "method": "ωB97M-V/def2-TZVPD",
  "species": ["C", "C", "C", "C", "C", "H", "H", "H", "H", "H", "H", "H", "H", "H", "O", "O", "Cl"],
  "positions_angstrom": [[-2.07, -1.03, 0.79], [-0.29, -0.73, -0.71], [0.74, 0.03, -0.64], [2.03, -0.62, -0.82], [0.03, 2.13, 0.33], [-1.51, -0.66, 1.73], [-3.21, -1.04, 0.87], [-1.64, -2.11, 0.72], [-0.42, -1.71, -1.05], [1.75, -1.67, -0.80], [2.63, -0.16, -1.78], [-0.11, 1.80, 1.36], [-0.89, 2.05, -0.06], [0.57, 3.09, 0.37], [-1.60, -0.22, -0.41], [0.89, 1.32, -0.47], [3.11, -0.47, 0.57]],
  "nbo_charge": [-0.280, 0.011, 0.234, -0.402, -0.238, 0.186, 0.210, 0.181, 0.193, 0.225, 0.229, 0.172, 0.194, 0.198, -0.561, -0.497, -0.056],
  "homo_ev": -8.95,
  "lumo_ev": 0.88,
  "smiles": "CO/C=C(/CCl)OC",
  "gap_ha": 0.3610,
  "total_charge": 0
}

{
  "formula": "C33H54F4O33",
  "method": "ωB97M-V/def2-TZVPD",
  "species": ["C", "C", "O", "C", "O", "O", "F", "H", "H", "H", "C", "C", "O", "C", "O", "O", "F", "H", "H", "H", "C", "C", "O", "C", "O", "O", "F", "H", "H", "H", "C", "C", "O", "C", "O", "O", "F", "H", "H", "H", "C", "O", "C", "O", "O", "C", "H", "H", "H", "H", "H", "H", "C", "O", "C", "O", "O", "C", "H", "H", "H", "H", "H", "H", "C", "O", "C", "O", "O", "C", "H", "H", "H", "H", "H", "H", "C", "O", "C", "O", "O", "C", "H", "H", "H", "H", "H", "H", "C", "O", "C", "O", "O", "C", "H", "H", "H", "H", "H", "H", "C", "O", "C", "O", "O", "C", "H", "H", "H", "H", "H", "H", "C", "O", "C", "O", "O", "C", "H", "H", "H", "H", "H", "H"],
  "positions_angstrom": [[-6.03, 1.06, 0.23], [-6.87, 0.28, -0.78], [-6.77, 1.17, -1.92], [-6.37, 2.35, -1.51], [-6.07, 3.28, -2.25], [-6.18, 2.33, -0.25], [-8.15, 0.16, -0.34], [-4.97, 0.81, 0.20], [-6.34, 0.93, 1.27], [-6.45, -0.69, -1.05], [-1.51, 0.88, -0.29], [-0.32, 1.77, 0.16], [0.69, 1.44, -0.81], [0.57, 0.09, -0.99], [1.41, -0.64, -1.47], [-0.80, -0.25, -0.72], [0.19, 1.30, 1.34], [-2.00, 1.30, -1.16], [-2.17, 0.57, 0.51], [-0.61, 2.82, 0.25], [1.73, -1.91, 2.22], [0.36, -2.24, 2.91], [0.43, -1.69, 4.17], [1.47, -0.76, 4.15], [1.74, 0.09, 4.99], [2.05, -0.77, 2.96], [0.21, -3.60, 3.01], [1.65, -1.76, 1.14], [2.53, -2.62, 2.43], [-0.39, -1.66, 2.37], [-3.97, -1.20, -4.22], [-3.74, 0.14, -3.48], [-2.42, 0.55, -3.87], [-1.69, -0.50, -4.15], [-0.41, -0.57, -4.16], [-2.54, -1.55, -4.28], [-3.80, 0.03, -2.19], [-4.31, -1.04, -5.24], [-4.46, -1.97, -3.62], [-4.48, 0.86, -3.83], [-1.77, 1.18, 3.89], [-2.84, 0.48, 4.62], [-4.10, 1.00, 4.52], [-4.43, 1.87, 3.72], [-4.95, 0.38, 5.49], [-6.38, 0.45, 5.36], [-1.82, 2.25, 3.73], [-1.90, 0.79, 2.87], [-0.75, 0.97, 4.20], [-6.95, -0.22, 4.72], [-6.52, 1.38, 4.80], [-6.78, 0.41, 6.37], [-3.52, -6.97, -0.26], [-2.84, -5.72, 0.01], [-2.16, -5.26, -1.15], [-2.34, -5.59, -2.33], [-1.30, -4.18, -0.80], [-0.40, -3.61, -1.73], [-4.25, -7.16, 0.53], [-2.86, -7.83, -0.34], [-4.10, -6.96, -1.18], [0.21, -2.94, -1.12], [-0.88, -2.97, -2.47], [0.33, -4.28, -2.18], [4.65, -1.57, 0.05], [5.07, -2.91, 0.11], [4.16, -3.91, 0.14], [2.97, -3.70, 0.14], [4.78, -5.06, 0.06], [3.94, -6.22, -0.01], [4.33, -1.29, 1.05], [3.72, -1.42, -0.50], [5.50, -1.02, -0.35], [3.46, -6.30, -0.99], [3.19, -6.22, 0.78], [4.54, -7.13, -0.02], [2.89, -1.12, -4.31], [3.46, -2.37, -3.79], [4.79, -2.53, -3.70], [5.64, -1.68, -3.99], [4.97, -3.79, -3.20], [6.35, -4.16, -2.90], [1.80, -1.20, -4.24], [3.29, -0.89, -5.30], [3.18, -0.25, -3.73], [6.97, -3.63, -2.17], [6.93, -4.27, -3.81], [6.32, -5.23, -2.69], [1.60, 3.28, 3.93], [2.93, 3.84, 3.69], [3.67, 4.54, 4.57], [4.81, 4.91, 4.32], [3.07, 4.53, 5.81], [3.71, 5.35, 6.83], [0.77, 3.85, 3.50], [1.41, 3.21, 5.00], [1.51, 2.27, 3.53], [3.50, 6.40, 6.61], [4.79, 5.33, 6.98], [3.19, 5.24, 7.78], [6.50, 1.19, -5.53], [6.36, 1.68, -4.24], [5.21, 2.09, -3.77], [4.38, 2.68, -4.40], [4.96, 1.52, -2.57], [3.81, 1.93, -1.80], [7.53, 1.29, -5.88], [5.99, 1.84, -6.24], [6.23, 0.15, -5.70], [3.45, 1.25, -1.03], [2.92, 2.05, -2.43], [4.03, 2.94, -1.46], [-2.31, 4.50, -1.81], [-3.45, 4.78, -0.97], [-3.38, 4.71, 0.34], [-2.58, 4.20, 1.07], [-4.32, 5.49, 0.82], [-4.69, 5.32, 2.16], [-1.37, 4.91, -1.44], [-2.60, 5.05, -2.71], [-2.15, 3.48, -2.15], [-4.63, 4.29, 2.51], [-5.71, 5.64, 2.38], [-3.96, 5.93, 2.69]],
  "lowdin_charge": [-0.070, -0.242, 0.136, -0.624, 0.151, 0.118, 0.080, 0.132, 0.147, 0.166, -0.082, -0.242, 0.114, -0.446, 0.157, 0.017, 0.057, 0.110, 0.132, 0.148, -0.055, -0.303, 0.128, -0.502, 0.138, 0.061, 0.072, 0.118, 0.136, 0.164, 0.027, -0.324, 0.139, -0.486, 0.091, 0.038, 0.116, 0.142, 0.145, 0.168, -0.002, 0.005, -0.462, 0.082, -0.045, -0.063, 0.096, 0.069, 0.080, 0.085, 0.078, 0.097, -0.068, -0.028, -0.429, 0.093, -0.045, -0.054, 0.089, 0.094, 0.085, 0.071, 0.084, 0.106, -0.037, -0.010, -0.594, 0.108, 0.017, -0.025, 0.090, 0.077, 0.112, 0.098, 0.100, 0.094, 0.006, -0.007, -0.550, 0.102, -0.013, -0.040, 0.065, 0.098, 0.075, 0.101, 0.086, 0.086, -0.015, 0.005, -0.552, 0.121, -0.042, -0.037, 0.087, 0.089, 0.063, 0.087, 0.093, 0.088, -0.066, 0.017, -0.614, 0.136, -0.014, -0.038, 0.094, 0.094, 0.086, 0.078, 0.081, 0.101, -0.010, 0.020, -0.647, 0.123, 0.016, -0.040, 0.103, 0.100, 0.078, 0.080, 0.099, 0.103],
  "homo_ev": -10.29,
  "lumo_ev": -0.20,
  "smiles": "O=C1OC[C@@H](F)O1.O=C1OC[C@@H](F)O1.O=C1OC[C@@H](F)O1.O=C1OC[C@@H](F)O1.COC(=O)OC.COC(=O)OC.COC(=O)OC.COC(=O)OC.COC(=O)OC.COC(=O)OC.COC(=O)OC",
  "gap_ha": 0.3708,
  "total_charge": 0
}

{
  "formula": "C36H99N9O9",
  "method": "ωB97M-V/def2-TZVPD",
  "species": ["C", "C", "C", "O", "C", "N", "H", "H", "H", "H", "H", "H", "H", "H", "H", "H", "H", "C", "C", "C", "O", "C", "N", "H", "H", "H", "H", "H", "H", "H", "H", "H", "H", "H", "C", "C", "C", "O", "C", "N", "H", "H", "H", "H", "H", "H", "H", "H", "H", "H", "H", "C", "C", "C", "O", "C", "N", "H", "H", "H", "H", "H", "H", "H", "H", "H", "H", "H", "C", "C", "C", "O", "C", "N", "H", "H", "H", "H", "H", "H", "H", "H", "H", "H", "H", "C", "C", "C", "O", "C", "N", "H", "H", "H", "H", "H", "H", "H", "H", "H", "H", "H", "C", "C", "C", "O", "C", "N", "H", "H", "H", "H", "H", "H", "H", "H", "H", "H", "H", "C", "C", "C", "O", "C", "N", "H", "H", "H", "H", "H", "H", "H", "H", "H", "H", "H", "C", "C", "C", "O", "C", "N", "H", "H", "H", "H", "H", "H", "H", "H", "H", "H", "H"],
  "positions_angstrom": [[-0.70, 1.69, -7.56], [-0.23, 1.44, -6.16], [-0.17, 2.66, -5.26], [0.76, 3.57, -5.79], [0.87, 4.70, -4.91], [-1.15, 0.43, -5.61], [0.11, 2.14, -8.12], [-1.59, 2.32, -7.53], [-1.05, 0.76, -8.02], [0.81, 1.11, -6.23], [0.10, 2.30, -4.27], [-1.14, 3.14, -5.20], [1.44, 4.42, -4.03], [-0.09, 5.05, -4.54], [1.31, 5.53, -5.47], [-0.76, 0.31, -4.68], [-0.99, -0.43, -6.11], [-3.69, -0.14, 3.60], [-4.76, -1.22, 3.82], [-6.05, -0.58, 4.35], [-6.90, -1.60, 4.89], [-8.12, -1.09, 5.35], [-5.03, -1.87, 2.60], [-3.97, 0.59, 2.85], [-2.74, -0.63, 3.38], [-3.36, 0.46, 4.45], [-4.36, -1.91, 4.56], [-6.52, -0.03, 3.54], [-5.77, 0.17, 5.09], [-8.94, -1.81, 5.44], [-8.56, -0.44, 4.59], [-8.09, -0.61, 6.33], [-5.57, -1.28, 1.99], [-5.65, -2.65, 2.74], [-1.13, -4.91, 1.45], [0.03, -5.17, 0.50], [-0.40, -5.37, -0.98], [0.73, -5.63, -1.82], [0.27, -6.11, -3.09], [0.79, -3.95, 0.61], [-1.92, -5.65, 1.43], [-1.57, -3.94, 1.21], [-0.72, -4.92, 2.46], [0.60, -6.05, 0.77], [-0.91, -4.48, -1.34], [-1.10, -6.20, -0.93], [-0.08, -5.28, -3.69], [-0.35, -7.00, -3.00], [1.18, -6.38, -3.63], [0.19, -3.14, 0.53], [1.58, -3.92, -0.01], [1.81, 2.21, 3.01], [1.59, 3.62, 3.60], [1.28, 3.70, 5.12], [2.41, 3.14, 5.79], [2.37, 3.42, 7.20], [2.84, 4.33, 3.27], [1.94, 2.33, 1.93], [0.97, 1.54, 3.12], [2.57, 1.59, 3.48], [0.79, 4.18, 3.13], [0.41, 3.07, 5.33], [1.02, 4.71, 5.42], [3.03, 2.72, 7.71], [1.36, 3.37, 7.60], [2.65, 4.46, 7.39], [2.88, 5.15, 3.85], [3.59, 3.80, 3.67], [6.50, -0.74, -6.93], [6.55, -1.61, -5.69], [5.85, -2.94, -5.79], [4.43, -2.79, -5.78], [3.75, -4.03, -5.80], [7.93, -1.70, -5.22], [5.47, -0.70, -7.29], [7.15, -1.24, -7.64], [7.01, 0.22, -6.82], [6.06, -1.11, -4.85], [6.19, -3.60, -4.99], [6.26, -3.50, -6.63], [4.26, -4.75, -6.44], [2.71, -3.81, -6.07], [3.61, -4.35, -4.77], [7.93, -1.91, -4.23], [8.43, -0.82, -5.26], [2.98, -0.46, 6.70], [1.45, -0.56, 6.74], [0.90, -1.46, 5.63], [1.24, -0.92, 4.35], [0.56, -1.70, 3.36], [1.05, -1.07, 8.03], [3.48, -1.43, 6.73], [3.41, 0.08, 7.54], [3.30, 0.18, 5.88], [1.04, 0.44, 6.68], [-0.18, -1.48, 5.75], [1.34, -2.45, 5.60], [0.69, -2.75, 3.60], [0.94, -1.50, 2.36], [-0.52, -1.50, 3.36], [1.35, -0.49, 8.80], [0.04, -1.05, 8.01], [-4.15, -0.70, -2.26], [-4.55, -0.52, -0.78], [-6.09, -0.62, -0.68], [-6.48, -0.48, 0.64], [-7.83, -0.86, 1.01], [-3.89, -1.60, -0.12], [-4.76, -0.02, -2.86], [-4.16, -1.75, -2.55], [-3.12, -0.43, -2.46], [-4.26, 0.43, -0.34], [-6.49, -1.57, -1.05], [-6.51, 0.21, -1.25], [-7.98, -0.93, 2.08], [-8.01, -1.89, 0.71], [-8.59, -0.17, 0.62], [-4.22, -1.60, 0.84], [-4.37, -2.44, -0.42], [3.19, 6.52, -1.53], [2.71, 6.26, -0.12], [1.23, 5.81, -0.12], [1.00, 4.62, -0.86], [-0.06, 3.86, -0.37], [3.66, 5.34, 0.48], [2.72, 7.38, -2.00], [2.89, 5.69, -2.17], [4.24, 6.76, -1.67], [2.76, 7.22, 0.39], [0.60, 6.63, -0.44], [1.04, 5.53, 0.92], [-1.06, 4.22, -0.60], [-0.04, 3.65, 0.69], [-0.16, 2.92, -0.92], [3.47, 5.15, 1.45], [3.32, 4.52, 0.01], [0.99, 0.23, -0.32], [-0.25, -0.62, -0.85], [0.13, -1.69, -1.92], [0.70, -1.08, -3.05], [2.03, -1.35, -3.54], [-0.80, -1.24, 0.35], [1.67, -0.33, 0.32], [0.64, 0.94, 0.43], [1.53, 0.76, -1.11], [-0.92, 0.12, -1.30], [-0.71, -2.29, -2.27], [0.80, -2.45, -1.50], [2.72, -1.63, -2.74], [2.47, -0.51, -4.07], [2.20, -2.23, -4.15], [-1.78, -1.42, 0.25], [-0.83, -0.58, 1.11]],
  "lowdin_charge": [-0.068, -0.461, -0.236, -0.170, -0.090, 0.049, 0.080, 0.082, 0.072, 0.133, 0.121, 0.128, 0.077, 0.082, 0.088, 0.039, 0.068, -0.050, -0.422, -0.199, -0.166, -0.133, 0.040, 0.080, 0.054, 0.073, 0.146, 0.112, 0.122, 0.084, 0.078, 0.088, 0.029, 0.095, -0.064, -0.419, -0.212, -0.190, -0.104, 0.036, 0.073, 0.067, 0.077, 0.137, 0.110, 0.115, 0.084, 0.089, 0.078, 0.013, 0.067, -0.052, -0.391, -0.190, -0.205, -0.096, 0.027, 0.064, 0.064, 0.081, 0.118, 0.119, 0.119, 0.083, 0.081, 0.083, 0.080, 0.081, -0.055, -0.464, -0.207, -0.189, -0.117, 0.024, 0.083, 0.079, 0.076, 0.130, 0.121, 0.124, 0.092, 0.083, 0.081, 0.069, 0.066, -0.057, -0.441, -0.197, -0.197, -0.099, 0.026, 0.084, 0.062, 0.070, 0.125, 0.120, 0.129, 0.079, 0.062, 0.066, 0.070, 0.065, -0.052, -0.420, -0.207, -0.241, -0.053, 0.039, 0.078, 0.083, 0.061, 0.146, 0.130, 0.125, 0.066, 0.092, 0.093, 0.021, 0.086, -0.081, -0.446, -0.183, -0.175, -0.132, 0.050, 0.072, 0.064, 0.078, 0.133, 0.128, 0.103, 0.085, 0.077, 0.073, 0.015, 0.063, -0.041, -0.358, -0.183, -0.205, -0.072, 0.039, 0.070, 0.040, 0.076, 0.116, 0.113, 0.098, 0.085, 0.089, 0.057, 0.032, 0.059],
  "homo_ev": -8.33,
  "lumo_ev": 0.39,
  "smiles": "COC[C@H](C)N.COC[C@H](C)N.COC[C@H](C)N.COC[C@H](C)N.COC[C@H](C)N.COC[C@H](C)N.COC[C@H](C)N.COC[C@H](C)N.COC[C@H](C)N",
  "gap_ha": 0.3204,
  "total_charge": 0
}

Energy above the lowest of the compared OMol25 structures with the same formula, charge and spin (kJ/mol)
467.35 213.71 0.00 352.99 0.00 341.06